This record from the Open Molecules 2025 dataset describes a 16-piece molecular cluster, C31H44Cl45IN3O2S overall in a non-equilibrium geometry. The level of theory is ωB97M-V/def2-TZVPD.

Calculated values
Gap between HOMO and LUMO = 6.68 eV

```
! RIJCOSX wB97M-V def2-TZVPD def2/J DEFGRID3
* xyz 1 1
C -2.327 -4.757 1.406
C -2.724 -4.526 -0.065
C -4.186 -4.912 -0.258
C -2.382 -3.067 -0.413
C -2.990 -2.502 -1.692
N -3.656 -1.150 -1.536
I -5.234 -1.301 -0.136
C -4.226 -0.769 -2.876
C -5.628 -1.269 -3.156
O -5.833 -2.382 -3.493
C -2.609 -0.137 -1.157
C -3.072 1.223 -0.639
C -3.146 1.398 0.884
C -1.976 0.882 1.725
C -0.733 1.776 1.866
C 0.098 2.150 0.632
C 0.695 1.036 -0.240
S 1.038 -0.476 0.701
C 1.461 -1.521 -0.614
N 1.646 -2.804 -0.538
N 1.903 -3.233 -1.837
C 1.858 -2.169 -2.575
O 1.583 -1.029 -1.879
H -1.519 -4.082 1.696
H -1.967 -5.767 1.574
H -3.166 -4.537 2.068
H -2.075 -5.178 -0.648
H -4.806 -4.349 0.439
H -4.559 -4.796 -1.274
H -4.303 -5.960 0.019
H -2.583 -2.420 0.446
H -1.302 -3.038 -0.538
H -3.722 -3.161 -2.153
H -2.213 -2.322 -2.438
H -3.584 -1.184 -3.648
H -4.214 0.314 -2.975
H -6.422 -0.525 -3.065
H -1.921 -0.630 -0.477
H -2.059 0.012 -2.089
H -2.412 1.966 -1.084
H -4.060 1.441 -1.056
H -4.054 0.937 1.262
H -3.263 2.465 1.087
H -1.675 -0.118 1.420
H -2.356 0.758 2.740
H -1.043 2.708 2.340
H -0.083 1.286 2.595
H 0.931 2.754 1.002
H -0.479 2.819 -0.008
H 0.072 0.791 -1.094
H 1.639 1.379 -0.659
H 2.000 -2.096 -3.640
C -5.143 -0.353 4.356
Cl -4.260 0.790 5.354
Cl -6.111 0.494 3.138
Cl -4.045 -1.501 3.576
H -5.825 -0.921 4.979
C 4.784 -1.150 0.618
Cl 4.657 0.598 0.390
Cl 6.194 -1.802 -0.212
Cl 4.796 -1.557 2.332
H 3.904 -1.603 0.181
C 3.959 4.758 0.728
Cl 2.544 3.697 0.852
Cl 4.288 5.553 2.256
Cl 5.372 3.851 0.175
H 3.738 5.517 -0.010
C 5.950 8.769 -0.714
Cl 5.926 7.005 -0.874
Cl 4.319 9.400 -0.926
Cl 6.629 9.245 0.836
H 6.577 9.170 -1.498
C 2.374 -1.803 5.567
Cl 1.625 -0.989 4.191
Cl 4.119 -1.620 5.475
Cl 1.750 -1.170 7.091
H 2.134 -2.856 5.514
C 5.707 13.004 -3.003
Cl 5.965 14.045 -4.399
Cl 4.031 12.463 -2.925
Cl 6.828 11.639 -3.039
H 5.912 13.580 -2.111
C 6.262 -4.555 -3.435
Cl 7.533 -3.405 -3.035
Cl 4.682 -3.919 -2.964
Cl 6.291 -4.969 -5.147
H 6.421 -5.465 -2.870
C -9.815 0.352 -3.155
Cl -10.744 1.110 -4.436
Cl -8.391 1.337 -2.752
Cl -10.795 0.078 -1.721
H -9.462 -0.607 -3.512
C 5.470 -8.767 -2.656
Cl 6.903 -7.805 -2.270
Cl 4.009 -7.919 -2.148
Cl 5.414 -9.140 -4.375
H 5.537 -9.698 -2.109
C 0.111 8.622 -2.210
Cl 0.745 7.126 -1.511
Cl -1.213 9.256 -1.237
Cl 1.392 9.815 -2.400
H -0.276 8.390 -3.193
C 0.126 -7.774 -3.619
Cl 1.184 -6.454 -3.120
Cl 0.974 -8.895 -4.678
Cl -0.535 -8.612 -2.212
H -0.702 -7.352 -4.173
C -8.476 -3.487 5.863
Cl -9.112 -3.236 7.479
Cl -8.048 -1.937 5.110
Cl -7.084 -4.564 5.877
H -9.249 -3.938 5.256
C 8.290 7.304 3.889
Cl 7.625 6.423 2.517
Cl 8.814 8.928 3.424
Cl 7.117 7.384 5.204
H 9.158 6.768 4.246
C -3.537 -0.596 -6.951
Cl -2.894 -1.951 -6.008
Cl -4.918 0.146 -6.125
Cl -2.289 0.594 -7.274
H -3.888 -0.993 -7.894
C 4.754 -2.636 9.302
Cl 5.560 -1.141 9.771
Cl 5.871 -3.724 8.478
Cl 4.016 -3.423 10.696
H 3.965 -2.381 8.606
*
```


This record from the Open Molecules 2025 dataset describes C31H44HfN4P2 as an isolated structure in a non-equilibrium geometry. The level of theory is ωB97M-V/def2-TZVPD.

Calculated values
ΔE to the lowest compared entry with this formula, charge and spin = 48.7 kcal per mole
Gap between HOMO and LUMO = 4.09 eV

```
! RIJCOSX wB97M-V def2-TZVPD def2/J DEFGRID3
* xyz 2 1
Hf 0.050 -1.667 1.875
C -1.428 2.151 3.390
C -1.609 1.435 2.257
C -0.920 1.677 0.984
C 0.213 0.607 0.720
C 1.299 0.431 1.810
C 1.482 1.448 2.801
C 1.033 2.844 2.733
C -0.370 3.215 3.361
C 1.707 -2.560 2.831
H -2.153 2.114 4.217
H -2.220 0.522 2.216
H -0.541 2.694 0.808
H -1.666 1.510 0.173
H -0.338 -0.406 0.376
H 0.723 0.912 -0.223
H 2.248 0.078 1.326
H 2.191 1.187 3.600
H 1.077 3.236 1.701
H 1.776 3.451 3.292
H -0.177 3.656 4.355
H -0.776 4.001 2.686
H 2.213 -1.696 3.335
H 2.337 -3.012 2.022
H 1.567 -3.367 3.595
P 1.365 -0.969 -1.503
P -2.225 0.511 -1.738
N 2.703 0.129 -1.862
N 2.237 -2.286 -2.444
N -2.211 2.028 -2.945
N -3.696 -0.496 -1.979
C 0.350 -0.277 -2.823
C -1.151 -0.602 -2.686
C 3.924 -0.077 -1.199
C 4.921 0.600 -1.891
C 4.308 1.264 -3.002
C 2.956 0.936 -2.972
C 2.503 -3.539 -1.911
C 2.948 -4.382 -2.928
C 3.051 -3.591 -4.122
C 2.641 -2.302 -3.785
C -1.916 3.357 -2.580
C -1.675 4.127 -3.728
C -1.789 3.240 -4.850
C -2.157 1.988 -4.343
C -4.791 -0.214 -2.804
C -5.259 -1.395 -3.368
C -4.475 -2.465 -2.815
C -3.579 -1.893 -1.926
H 0.703 -0.713 -3.783
H 0.469 0.816 -2.848
H -1.583 -0.595 -3.706
H -1.245 -1.606 -2.234
H 3.932 -0.666 -0.296
H 5.970 0.580 -1.636
H 4.787 1.888 -3.754
H 2.189 1.290 -3.650
H 2.366 -3.692 -0.853
H 3.177 -5.434 -2.821
H 3.407 -3.925 -5.093
H 2.619 -1.408 -4.391
H -1.887 3.665 -1.540
H -1.454 5.191 -3.792
H -1.602 3.482 -5.895
H -2.363 1.084 -4.904
H -5.136 0.802 -2.883
H -6.050 -1.497 -4.098
H -4.540 -3.519 -3.053
H -2.829 -2.358 -1.308
C 0.496 -0.005 5.589
C -0.344 -1.263 5.417
C -1.334 -1.280 6.591
C -0.943 -1.318 3.910
H -0.129 0.910 5.586
H 1.244 0.101 4.794
H 1.037 -0.047 6.555
H 0.304 -2.154 5.526
H -2.170 -0.580 6.484
H -1.725 -2.276 6.797
H -0.814 -0.974 7.509
H -1.624 -2.195 3.886
H -1.635 -0.453 3.861
*
```


This record from the Open Molecules 2025 dataset describes C31H44N4OP2Pb as an isolated structure in a non-equilibrium geometry. The level of theory is ωB97M-V/def2-TZVPD.

Calculated values
Gap between HOMO and LUMO (spin up / spin down) = 3.17 / 2.60 eV

```
! RIJCOSX wB97M-V def2-TZVPD def2/J DEFGRID3
* xyz 2 1
Pb -0.168 -2.822 -2.445
C -0.426 3.985 -0.369
C -1.332 3.331 -1.118
C -1.242 2.854 -2.585
C -0.046 1.933 -2.824
C 1.224 2.541 -3.448
C 1.678 3.767 -3.213
C 1.004 4.802 -2.336
C 0.927 4.530 -0.776
C 1.998 -2.991 -1.748
H -0.642 4.153 0.693
H -2.325 3.191 -0.689
H -1.210 3.693 -3.297
H -2.176 2.306 -2.807
H 0.258 1.472 -1.856
H -0.427 1.072 -3.374
H 1.946 1.776 -3.781
H 2.631 4.007 -3.771
H 0.008 5.183 -2.657
H 1.684 5.658 -2.439
H 1.795 3.885 -0.522
H 1.086 5.488 -0.215
H 1.967 -3.702 -0.920
H 2.296 -2.014 -1.362
H 2.681 -3.288 -2.565
P 1.300 -1.466 -6.479
P -2.234 -0.739 -6.539
N 2.514 -0.182 -6.670
N 2.177 -2.628 -7.537
N -2.156 0.972 -7.236
N -3.797 -1.253 -7.275
C 0.223 -0.766 -7.822
C -1.153 -1.445 -7.885
C 3.629 -0.168 -5.817
C 4.581 0.704 -6.331
C 4.046 1.265 -7.533
C 2.783 0.696 -7.723
C 2.624 -3.858 -7.031
C 2.925 -4.702 -8.093
C 2.673 -3.970 -9.299
C 2.288 -2.691 -8.924
C -1.669 2.090 -6.532
C -1.382 3.118 -7.426
C -1.699 2.638 -8.743
C -2.136 1.329 -8.595
C -4.645 -0.658 -8.219
C -5.571 -1.605 -8.659
C -5.279 -2.837 -7.986
C -4.183 -2.606 -7.163
H 0.699 -0.836 -8.809
H 0.142 0.306 -7.591
H -1.600 -1.294 -8.875
H -1.107 -2.535 -7.711
H 3.616 -0.775 -4.927
H 5.540 0.899 -5.878
H 4.507 1.995 -8.183
H 2.073 0.896 -8.511
H 2.645 -4.015 -5.967
H 3.267 -5.723 -8.015
H 2.717 -4.354 -10.306
H 2.059 -1.858 -9.565
H -1.581 2.062 -5.457
H -0.986 4.101 -7.186
H -1.619 3.205 -9.671
H -2.420 0.618 -9.350
H -4.531 0.376 -8.497
H -6.362 -1.454 -9.377
H -5.807 -3.775 -8.094
H -3.638 -3.268 -6.512
C -1.814 -0.830 1.042
C -0.494 -1.586 0.812
C 0.725 -0.675 1.094
C -0.453 -2.701 1.855
O -0.517 -2.216 -0.443
H -1.768 -0.142 1.902
H -2.580 -1.570 1.286
H -2.135 -0.224 0.186
H 0.355 0.225 1.583
H 1.340 -1.147 1.863
H 1.406 -0.366 0.295
H -1.145 -3.508 1.580
H 0.559 -3.122 1.892
H -0.716 -2.255 2.821
*
```